[1]
Entry from the Open Molecules 2025 dataset: the molecule C20H19ClN4O3S (ωB97M-V with the def2-TZVPD basis set).

Positions of all 48 atoms, in Å:
C1 2.955775 -3.705195 0.917423
O1 1.558029 -3.803308 1.037775
C2 0.776806 -3.182054 0.110788
C3 -0.601284 -3.329402 0.278478
C4 -1.481542 -2.723388 -0.592949
C5 -1.015936 -1.965906 -1.661358
C6 -1.972668 -1.282068 -2.607443
N1 -1.737925 0.147113 -2.643862
C7 -2.500979 1.028793 -1.977654
O2 -3.550908 0.771146 -1.427981
C8 -1.880134 2.438296 -1.965852
N2 -0.822807 2.500887 -0.971194
C9 -1.161821 2.920833 0.377238
C10 -0.703300 1.944353 1.431759
C11 -0.789742 0.573306 1.215127
C12 -0.330947 -0.330997 2.154667
C13 0.224238 0.124306 3.338630
C14 0.291685 1.482248 3.590467
C15 -0.178743 2.382226 2.646406
Cl1 -0.094268 4.070042 3.013101
C16 0.400443 2.063770 -1.314358
O3 0.654636 1.579428 -2.411392
C17 1.463697 2.174329 -0.281316
C18 2.292885 1.140172 0.089888
S1 3.385181 1.730409 1.252884
N3 2.725901 3.248475 1.152975
N4 1.769893 3.325398 0.348917
C19 0.354750 -1.827612 -1.828777
C20 1.248475 -2.422920 -0.954263
H1 3.296090 -2.667659 1.005273
H2 3.363989 -4.285863 1.742948
H3 3.309821 -4.126093 -0.028969
H4 -0.956019 -3.926658 1.103976
H5 -2.544499 -2.838392 -0.442498
H6 -1.851210 -1.679269 -3.621163
H7 -3.004357 -1.434016 -2.283280
H8 -0.821913 0.459542 -2.952161
H9 -1.448633 2.662080 -2.944657
H10 -2.647388 3.173053 -1.722665
H11 -0.723698 3.904827 0.575454
H12 -2.250089 3.007123 0.430779
H13 -1.220599 0.209184 0.294739
H14 -0.406997 -1.388461 1.957099
H15 0.595587 -0.575838 4.070913
H16 0.706816 1.852638 4.514559
H17 2.274223 0.124417 -0.244173
H18 0.741984 -1.242104 -2.650202
H19 2.307499 -2.301195 -1.124093

Forces on atoms 1 to 2 (eV/Å):
C 0.2 0.0 0.0
O -0.4 0.0 0.0

- E: -2076.6665 hartree
- E_LUMO: 0.005 hartree
- ΔE to the lowest compared entry with this formula, charge and spin: 0.0 kJ/mol
- HOMO-LUMO gap: 8.89 eV

[2]
Entry from the Open Molecules 2025 dataset: a structure of composition C20H19F3HoN3O7S (ωB97M-V with the def2-TZVPD basis set).

Positions of all 54 atoms, in Å:
Ho1 -0.292226 0.581461 0.598883
O1 -0.029767 -1.279483 -1.009959
C1 -0.709483 -2.572953 -0.999448
C2 -2.191505 -2.300143 -0.835734
N1 -2.454787 -1.466225 0.349082
C3 -2.331567 -2.141826 1.656572
C4 -1.758702 -1.212131 2.768209
O2 -1.899842 -1.545787 3.962783
O3 -1.078667 -0.164755 2.398071
C5 -3.644554 -0.614312 0.252273
C6 -3.389945 0.896345 -0.317057
O4 -4.251812 1.416301 -1.014651
O5 -2.207456 1.374706 0.026782
H1 0.863801 -1.448180 -1.305078
H2 -0.232452 -3.237765 -0.260145
H3 -0.548053 -3.124039 -1.926465
H4 -2.741766 -3.265684 -0.758068
H5 -2.546508 -1.731732 -1.712040
H6 -1.584492 -2.963122 1.553752
H7 -3.317561 -2.558060 1.958017
H8 -3.980682 -0.454279 1.306121
H9 -4.442304 -1.084819 -0.298090
S1 3.398531 0.949951 -3.159412
C7 3.779184 -0.279426 -2.007063
C8 2.942184 -0.368374 -0.959138
C9 1.790593 0.516683 -1.012183
C10 1.849380 1.251099 -2.170460
C11 0.750861 2.131171 -2.583711
C12 0.963072 3.014195 -3.681637
C13 -0.065527 3.789549 -4.098561
C14 -1.220321 3.858973 -3.291338
C15 -1.382947 2.911206 -2.284429
N2 -0.363911 2.107653 -1.859765
H10 4.524458 -0.993024 -2.298515
H11 3.116975 -1.058381 -0.136037
H12 1.900451 3.094309 -4.285421
H13 -0.007107 4.386684 -5.012936
H14 -1.961198 4.610556 -3.556968
H15 -2.330621 2.792951 -1.689335
F1 -1.282543 3.524472 1.431480
C16 -0.081525 2.910123 1.390432
F2 0.525524 3.138707 2.649025
F3 0.811555 3.590260 0.541021
O6 1.947710 -3.573816 1.223038
C17 2.207354 -2.513144 1.846100
C18 3.048589 -2.368065 3.255970
C19 2.651753 -0.926442 3.710955
C20 1.915412 -0.354066 2.441458
O7 1.488464 0.854627 2.308607
N3 1.652580 -1.302097 1.540461
H16 4.146206 -2.437077 3.040828
H17 2.683259 -3.224189 3.867723
H18 3.497540 -0.210961 3.976257
H19 1.874383 -0.927612 4.469724

Forces on atoms 1 to 2 (eV/Å):
Ho 2.3 0.5 -1.2
O -1.6 -2.0 -0.5

- E: -3110.5045 hartree
- E_LUMO (alpha / beta): 0.160 / 0.160 hartree
- ΔE to the lowest compared entry with this formula, charge and spin: 236.0 kJ/mol
- Total charge: -2
- HOMO-LUMO gap (alpha / beta): 6.37 / 6.37 eV
- Spin multiplicity: 5

[3]
Entry from the Open Molecules 2025 dataset: a structure of composition C20H19IrN5O4S2 (ωB97M-V with the def2-TZVPD basis set).

Positions of all 51 atoms, in Å:
Ir1 -0.210800 -0.124284 0.812938
N1 1.262340 -1.445633 0.263182
C1 2.009804 -1.699225 1.491969
C2 3.330912 -2.027716 1.562482
C3 3.867393 -2.418389 2.810461
C4 3.074658 -2.536052 3.915987
C5 1.699869 -2.203874 3.854768
C6 0.770804 -2.350870 4.911507
C7 -0.543815 -2.044894 4.702463
C8 -0.949281 -1.499100 3.472385
N2 -0.092285 -1.285123 2.495386
C9 1.202920 -1.714766 2.638422
H1 0.956917 -2.349750 -0.099118
H2 1.806434 -0.991716 -0.481650
H3 3.955426 -2.022750 0.678196
H4 4.915991 -2.674340 2.867648
H5 3.486180 -2.899207 4.848742
H6 1.103751 -2.730071 5.869315
H7 -1.283847 -2.185778 5.476730
H8 -1.970591 -1.191907 3.292601
C10 -3.116042 -3.042273 0.038258
O1 -2.114843 -2.176509 0.658398
C11 -1.523043 -1.279166 -0.112414
O2 -1.692198 -1.112703 -1.287520
H9 -2.816699 -4.063819 0.250420
H10 -3.154579 -2.856066 -1.029308
H11 -4.068285 -2.816423 0.508329
N3 -1.980745 2.150974 -6.391868
C12 -1.203912 2.057504 -5.303972
C13 -0.908296 0.793505 -4.738679
C14 -0.104533 0.698179 -3.638649
C15 0.427883 1.863003 -3.060076
C16 0.137617 3.124690 -3.603438
C17 -0.662537 3.220882 -4.706931
S1 1.426170 1.750023 -1.692356
O3 2.051639 2.996393 -1.382692
O4 2.147163 0.506708 -1.654225
N4 0.328878 1.497173 -0.386288
C18 -0.011753 2.410690 0.484279
S2 0.210165 4.120644 0.622660
C19 -0.810392 4.094703 1.982247
C20 -1.241161 2.813252 2.307176
N5 -0.773449 1.875621 1.487605
H12 -2.349717 1.331716 -6.841977
H13 -2.177557 3.039324 -6.818881
H14 -1.311684 -0.100923 -5.194161
H15 0.126063 -0.272203 -3.222514
H16 0.573576 4.015087 -3.170268
H17 -0.869602 4.188508 -5.144298
H18 -1.058313 5.002642 2.510437
H19 -1.872619 2.564294 3.146269

Forces on atoms 1 to 2 (eV/Å):
Ir 1.2 0.5 0.8
N -0.1 -0.1 -0.3

- E: -2248.4544 hartree
- E_LUMO (alpha / beta): -0.226 / -0.328 hartree
- ΔE to the lowest compared entry with this formula, charge and spin: 106.5 kJ/mol
- Total charge: +2
- HOMO-LUMO gap (alpha / beta): 7.27 / 4.37 eV
- Spin multiplicity: 2

[4]
Entry from the Open Molecules 2025 dataset: the molecule C20H19N3O4S (ωB97M-V with the def2-TZVPD basis set).

Positions of all 47 atoms, in Å:
C1 5.466406 1.629396 1.121373
O1 4.387250 2.456501 1.203382
C2 3.161437 1.935949 0.558179
C3 1.979508 2.543994 0.689152
C4 0.698848 2.304483 0.301863
C5 0.610892 1.173650 -0.429763
S1 -0.893252 0.911934 -1.537127
O2 -0.726639 1.207153 -2.865342
O3 -0.971384 -0.516017 -1.310280
N1 -2.079630 1.596396 -0.790295
C6 -3.191825 0.881237 0.040336
C7 -4.402918 1.127883 -0.290731
C8 -5.530530 0.538579 0.291629
C9 -5.147603 -0.400608 0.954064
C10 -3.978761 -0.840124 1.398185
C11 -2.920537 -0.189546 0.654486
C12 -1.601001 -0.433310 1.307423
O4 -0.679516 0.430010 1.548426
N2 -1.303882 -1.809177 1.428666
C13 0.142265 -2.318665 1.651075
C14 1.060754 -2.691284 0.535936
C15 0.651468 -3.001305 -0.843401
C16 1.667393 -3.007630 -1.742663
C17 2.999415 -2.832628 -1.301776
N3 3.249735 -2.384442 -0.069842
C18 2.430600 -2.043280 0.707458
C19 1.807642 0.584721 -1.003156
C20 2.985941 0.913775 -0.388071
H1 5.902505 1.666096 -0.007792
H2 5.447981 0.519234 1.320048
H3 6.242569 1.993025 1.717833
H4 1.926120 3.616137 1.449447
H5 -0.191556 2.808414 0.490247
H6 -2.459549 2.348259 -1.206400
H7 -4.763847 2.213679 -0.743946
H8 -6.426327 0.825593 0.164569
H9 -6.190070 -0.931045 1.541924
H10 -3.773284 -1.678784 1.953743
H11 -1.830668 -2.311636 0.482998
H12 0.478214 -1.607643 2.205299
H13 -0.079724 -3.283082 2.436923
H14 -0.314816 -3.171671 -0.920765
H15 1.379446 -3.599289 -2.701533
H16 3.729263 -2.956163 -2.095324
H17 2.775413 -1.626068 1.733580
H18 1.691939 -0.070429 -1.541555
H19 3.942461 0.237874 -0.521382

Forces on atoms 1 to 2 (eV/Å):
C 2.2 -2.1 -4.3
O -4.5 -1.2 -0.8

- E: -1636.4106 hartree
- E_LUMO: 0.001 hartree
- ΔE to the lowest compared entry with this formula, charge and spin: 1470.4 kJ/mol
- HOMO-LUMO gap: 8.68 eV